(one)
H2N3O2S | ωB97M-V/def2-TZVPD

Summary:
- HOMO level (eV) = -2.3547
- HOMO-LUMO gap (eV) = 5.051
- net charge = -1

Last columns: bonded neighbours and bond lengths (Å).
Cartesian coordinates (Å):
1 N 2.89 0.16 -0.40  O5 1.219, S6 1.615
2 N -1.29 -0.02 0.50  N3 1.618, H7 0.999, H8 1.045
3 N -2.73 -0.31 -0.18  N2 1.618, O4 1.218
4 O -3.08 0.70 -0.76  N3 1.218
5 O 1.86 0.38 0.22  N1 1.219
6 S 4.05 -0.93 -0.13  N1 1.615
7 H -0.79 -0.87 0.61  N2 0.999
8 H -0.92 0.89 0.14  N2 1.045

---

(two)
H2N3O2S | ωB97M-V/def2-TZVPD

Summary:
- HOMO level (spin up / spin down) (eV) = -2.8965 / -2.8895
- HOMO-LUMO gap (spin up / spin down) (eV) = 6.879 / 6.872
- net charge = -1

Last columns: bonded neighbours and bond lengths (Å).
Cartesian coordinates (Å):
1 N -3.97 -0.22 -0.02  O5 1.216, S6 1.555
2 N -0.70 -0.35 0.34  H7 1.073, H8 1.009
3 N -1.75 1.30 -0.57  O4 1.201, S6 1.980
4 O -1.24 2.38 -0.58  N3 1.201
5 O -3.46 -1.01 -0.80  N1 1.216
6 S -3.24 0.95 0.70  N1 1.555, N3 1.980
7 H 0.37 -0.27 0.36  N2 1.073
8 H -0.92 -0.69 -0.58  N2 1.009

---

The structure with the greatest stability is (one).